(1)
Below is 19 unconnected molecules or ions with the total composition C39H76Cl36N2O4 in a non-equilibrium geometry, with properties calculated with wB97M-V/def2-TZVPD.

M (g/mol): 1913.36
Largest force on an atom (eV/A): 3.83
LUMO level (eV): 0.35
E_tot (eV): -503646.976
Net charge: 0

Each atom is followed by the atoms it is bonded to, with distances in Å.
CARTESIAN COORDINATES (ANGSTROEM)
1 C -0.4220 4.8661 1.1777  C2 1.625, H28 1.137, H29 1.143, H30 1.145
2 C 0.1040 4.0097 2.4550  C1 1.625, O3 1.436, H31 1.133, H32 1.141
3 O -1.0429 3.3589 3.0239  C2 1.436, C4 1.440
4 C -0.9657 1.9213 3.0169  O3 1.440, C5 1.609, H33 1.150, H34 1.133
5 C -2.3020 1.3360 2.3393  C4 1.609, N6 1.497, H35 1.148, H36 1.149
6 N -2.2290 1.2441 0.8473  C5 1.497, C7 1.506, C17 1.494
7 C -2.0140 -0.1775 0.3999  N6 1.506, C8 1.599, H37 1.148, H38 1.140
8 C -0.4441 -0.4586 0.2861  C7 1.599, C9 1.608, H39 1.149, H40 1.135
9 C 0.1671 0.3175 -0.9830  C8 1.608, C10 1.623, C11 1.599, H41 1.153
10 C 0.7163 -0.6939 -2.1272  C9 1.623, H42 1.138, H43 1.146, H44 1.137
11 C 1.1939 1.4838 -0.6075  C9 1.599, C12 1.603, H45 1.147, H46 1.152
12 C 2.3157 1.1140 0.4762  C11 1.603, C13 1.587, H47 1.147, H48 1.154
13 C 2.8897 -0.3639 0.4146  C12 1.587, C14 1.425, H49 1.144
14 C 2.6375 -1.2187 1.5267  C13 1.425, C15 1.608, C16 1.599
15 C 2.4525 -2.8024 1.3163  C14 1.608, H50 1.135, H51 1.151, H52 1.136
16 C 2.4936 -0.6844 3.0267  C14 1.599, H53 1.137, H54 1.148, H55 1.148
17 C -3.6175 1.5559 0.3909  N6 1.494, O18 1.237, O19 1.414
18 O -3.7877 2.4517 -0.4447  C17 1.237
19 O -4.6415 0.7586 0.9524  C17 1.414, C20 1.464
20 C -5.3874 0.0402 -0.0821  O19 1.464, C21 1.603, H56 1.154, H57 1.150
21 C -5.8650 -1.4139 0.3939  C20 1.603, N22 1.494, H58 1.145, H59 1.147
22 N -4.7765 -2.4232 0.2240  C21 1.494, C23 1.492, C25 1.482
23 C -4.4875 -3.1863 1.4736  N22 1.492, C24 1.631, H60 1.141, H61 1.142
24 C -2.9118 -3.6069 1.4629  C23 1.631, H62 1.145, H63 1.143, H64 1.148
25 C -5.1255 -3.3476 -0.8803  N22 1.482, C26 1.597, O27 1.252
26 C -4.2425 -3.2115 -2.2036  C25 1.597, H65 1.144, H66 1.137, H67 1.133
27 O -6.0375 -4.2026 -0.8169  C25 1.252
28 H -0.4470 4.1941 0.2611  C1 1.137
29 H -1.4705 5.2333 1.4463  C1 1.143
30 H 0.2730 5.7426 0.9357  C1 1.145
31 H 0.9122 3.3246 2.0520  C2 1.133
32 H 0.5812 4.7558 3.1746  C2 1.141
33 H -1.0143 1.5767 4.1131  C4 1.150
34 H -0.0165 1.4759 2.5881  C4 1.133
35 H -2.6080 0.3401 2.8224  C5 1.148
36 H -3.1290 2.0920 2.5928  C5 1.149
37 H -2.4833 -0.3469 -0.6336  C7 1.148
38 H -2.4905 -0.9499 1.0891  C7 1.140
39 H -0.2345 -1.5757 0.1177  C8 1.149
40 H 0.0617 -0.1849 1.2644  C8 1.135
41 H -0.7339 0.8368 -1.4811  C9 1.153
42 H 1.3799 -1.5087 -1.6908  C10 1.138
43 H 1.3405 -0.0327 -2.8248  C10 1.146
44 H -0.1786 -1.0807 -2.7116  C10 1.137
45 H 1.6302 1.9479 -1.5618  C11 1.147
46 H 0.5598 2.3228 -0.1374  C11 1.152
47 H 1.9403 1.4207 1.5156  C12 1.147
48 H 3.2106 1.8114 0.2679  C12 1.154
49 H 3.4817 -0.8140 -0.4540  C13 1.144
50 H 1.7046 -3.0563 0.5011  C15 1.135
51 H 3.4787 -3.1877 0.9659  C15 1.151
52 H 2.1496 -3.3275 2.2766  C15 1.136
53 H 3.0077 -1.3590 3.7837  C16 1.137
54 H 2.9829 0.3490 3.1286  C16 1.148
55 H 1.3942 -0.5775 3.3407  C16 1.148
56 H -6.3340 0.6373 -0.3650  C20 1.154
57 H -4.7676 -0.0574 -1.0457  C20 1.150
58 H -6.2731 -1.3567 1.4625  C21 1.145
59 H -6.7257 -1.7001 -0.3078  C21 1.147
60 H -4.6700 -2.5802 2.4227  C23 1.141
61 H -5.0702 -4.1666 1.5349  C23 1.142
62 H -2.4274 -3.1740 0.5205  C24 1.145
63 H -2.7829 -4.7423 1.4919  C24 1.143
64 H -2.4390 -3.1198 2.3886  C24 1.148
65 H -4.0133 -2.0970 -2.3186  C26 1.144
66 H -3.2639 -3.7680 -2.0472  C26 1.137
67 H -4.8004 -3.6061 -3.1078  C26 1.133
68 C 4.1446 -0.0580 -4.2407  Cl69 1.769, Cl70 1.770, H71 1.087, H72 1.086
69 Cl 2.8196 0.6404 -5.1825  C68 1.769
70 Cl 3.8196 0.0556 -2.5044  C68 1.770
71 H 4.2566 -1.1050 -4.5122  C68 1.087
72 H 5.0610 0.4801 -4.4641  C68 1.086
73 C -2.5240 0.8479 6.9425  Cl74 1.767, Cl75 1.768, H76 1.091, H77 1.089
74 Cl -1.4926 -0.2083 5.9708  C73 1.767
75 Cl -2.2458 0.6070 8.6714  C73 1.768
76 H -2.2978 1.8842 6.6867  C73 1.091
77 H -3.5668 0.6288 6.7182  C73 1.089
78 C 7.4980 -1.3977 -5.5665  Cl79 1.771, Cl80 1.770, H81 1.089, H82 1.083
79 Cl 6.1687 -0.6951 -6.5015  C78 1.771
80 Cl 7.1865 -1.2925 -3.8269  C78 1.770
81 H 7.6077 -2.4452 -5.8423  C78 1.089
82 H 8.4098 -0.8593 -5.7959  C78 1.083
83 C -4.0024 -6.7642 -3.4125  Cl84 1.768, Cl85 1.768, H86 1.088, H87 1.089
84 Cl -2.5325 -6.8970 -2.4397  C83 1.768
85 Cl -3.7520 -5.6923 -4.7960  C83 1.768
86 H -4.2773 -7.7525 -3.7755  C83 1.088
87 H -4.8028 -6.3622 -2.7923  C83 1.089
88 C 4.1585 2.7088 5.5265  Cl89 1.768, Cl90 1.768, H91 1.088, H92 1.088
89 Cl 5.6509 2.3302 4.6566  C88 1.768
90 Cl 2.7648 2.7007 4.4390  C88 1.768
91 H 4.0041 1.9636 6.3045  C88 1.088
92 H 4.2514 3.6962 5.9742  C88 1.088
93 C -7.8272 -2.2671 4.4091  Cl94 1.769, Cl95 1.767, H96 1.089, H97 1.088
94 Cl -6.0730 -2.0816 4.2831  C93 1.769
95 Cl -8.3403 -3.8720 3.8757  C93 1.767
96 H -8.1234 -2.1279 5.4475  C93 1.089
97 H -8.3075 -1.5163 3.7843  C93 1.088
98 C 10.4903 0.6649 -3.6152  Cl99 1.768, Cl100 1.767, H101 1.088, H102 1.089
99 Cl 10.3960 2.0050 -4.7638  C98 1.768
100 Cl 10.3271 -0.8924 -4.4348  C98 1.767
101 H 11.4538 0.6992 -3.1102  C98 1.088
102 H 9.6874 0.7664 -2.8870  C98 1.089
103 C -0.8083 2.4955 -4.1292  Cl104 1.770, Cl105 1.769, H106 1.089, H107 1.087
104 Cl 0.9433 2.7447 -4.1865  C103 1.770
105 Cl -1.2433 0.8691 -4.6719  C103 1.769
106 H -1.1507 2.6290 -3.1044  C103 1.089
107 H -1.2908 3.2236 -4.7763  C103 1.087
108 C 14.0032 3.4196 -4.9757  Cl109 1.768, Cl110 1.768, H111 1.088, H112 1.088
109 Cl 14.4619 4.5272 -3.6769  C108 1.768
110 Cl 14.4283 1.7512 -4.5750  C108 1.768
111 H 12.9278 3.4820 -5.1300  C108 1.088
112 H 14.5246 3.7076 -5.8864  C108 1.088
113 C -1.6967 -3.7581 -7.7157  Cl114 1.768, Cl115 1.768, H116 1.088, H117 1.088
114 Cl -1.1355 -2.6699 -6.4403  C113 1.768
115 Cl -1.3075 -5.4412 -7.3397  C113 1.768
116 H -2.7759 -3.6590 -7.8154  C113 1.088
117 H -1.2130 -3.4845 -8.6514  C113 1.088
118 C 0.7895 -4.6830 -2.2026  Cl119 1.767, Cl120 1.767, H121 1.088, H122 1.089
119 Cl -0.7318 -3.8817 -1.7947  C118 1.767
120 Cl 2.1287 -3.5310 -2.2248  C118 1.767
121 H 0.9951 -5.4511 -1.4592  C118 1.088
122 H 0.6970 -5.1373 -3.1874  C118 1.089
123 C -2.4143 5.0640 5.5624  Cl124 1.768, Cl125 1.769, H126 1.088, H127 1.088
124 Cl -3.8395 6.0058 6.0174  C123 1.768
125 Cl -1.8909 4.0140 6.8869  C123 1.769
126 H -2.6573 4.4482 4.6985  C123 1.088
127 H -1.6045 5.7464 5.3125  C123 1.088
128 C -3.8448 5.1976 -3.4070  Cl129 1.768, Cl130 1.768, H131 1.088, H132 1.088
129 Cl -2.0963 5.4533 -3.4660  C128 1.768
130 Cl -4.2721 3.5718 -3.9529  C128 1.768
131 H -4.1861 5.3275 -2.3817  C128 1.088
132 H -4.3299 5.9263 -4.0536  C128 1.088
133 C 1.5675 0.5434 -8.8065  Cl134 1.769, Cl135 1.766, H136 1.088, H137 1.089
134 Cl 1.6037 1.7324 -10.1153  C133 1.769
135 Cl 0.6208 1.1272 -7.4345  C133 1.766
136 H 1.1205 -0.3768 -9.1778  C133 1.088
137 H 2.5868 0.3515 -8.4753  C133 1.089
138 C -8.9780 2.2020 -1.5124  Cl139 1.766, Cl140 1.769, H141 1.088, H142 1.088
139 Cl -7.9652 1.1621 -2.5187  C138 1.766
140 Cl -8.6647 1.9288 0.2070  C138 1.769
141 H -8.7630 3.2419 -1.7500  C138 1.088
142 H -10.0238 1.9845 -1.7204  C138 1.088
143 C -6.4372 -3.5274 8.0624  Cl144 1.768, Cl145 1.767, H146 1.088, H147 1.089
144 Cl -7.9403 -2.7034 8.4971  C143 1.768
145 Cl -5.0791 -2.3984 8.0115  C143 1.767
146 H -6.2292 -4.2973 8.8027  C143 1.088
147 H -6.5553 -3.9819 7.0800  C143 1.089
148 C 5.9096 5.7710 7.5240  Cl149 1.769, Cl150 1.767, H151 1.089, H152 1.088
149 Cl 4.2502 5.3039 7.9190  C148 1.769
150 Cl 7.0762 4.6493 8.2332  C148 1.767
151 H 6.0294 5.7682 6.4420  C148 1.089
152 H 6.0972 6.7696 7.9135  C148 1.088
153 C 6.4889 -3.6856 2.4332  Cl154 1.768, Cl155 1.767, H156 1.088, H157 1.088
154 Cl 5.8107 -3.7172 0.8011  C153 1.768
155 Cl 5.9428 -2.2611 3.3256  C153 1.767
156 H 6.1703 -4.5798 2.9653  C153 1.088
157 H 7.5747 -3.6643 2.3638  C153 1.088

=====

(2)
Below is 3 unconnected molecules or ions with the total composition C39H77ClFN5O6PS in a non-equilibrium geometry, with properties calculated with wB97M-V/def2-TZVPD.

M (g/mol): 829.57
Largest force on an atom (eV/A): 4.05
LUMO level (eV): -2.00
E_tot (eV): -96777.696
Net charge: +1

Each atom is followed by the atoms it is bonded to, with distances in Å.
CARTESIAN COORDINATES (ANGSTROEM)
1 C 0.7919 2.0061 -7.8928  C2 1.591, H37 1.116, H38 1.124, H39 1.120
2 C 0.6156 2.7428 -6.4934  C1 1.591, C3 1.596, H40 1.121, H41 1.125
3 C -0.4855 1.9957 -5.6112  C2 1.596, C4 1.580, H42 1.126, H43 1.115
4 C 0.2778 1.0831 -4.5713  C3 1.580, C5 1.601, H44 1.122, H45 1.123
5 C 0.6780 1.9947 -3.3171  C4 1.601, C6 1.586, H46 1.116, H47 1.121
6 C 1.4714 1.0287 -2.3406  C5 1.586, N7 1.496, H48 1.126, H49 1.126
7 N 1.6964 1.5456 -0.9554  C6 1.496, P8 1.865, C13 1.506, C34 1.523
8 P 2.4354 0.1338 0.0144  N7 1.865, C9 1.875, C11 1.849
9 C 1.3937 -1.4211 -0.0956  P8 1.875, C10 1.609, H50 1.117, H51 1.126
10 C 2.1281 -2.6825 -0.7728  C9 1.609, H52 1.113, H53 1.117, H54 1.127
11 C 4.1354 -0.3285 -0.5462  P8 1.849, C12 1.609, H55 1.128, H56 1.115
12 C 4.7656 -1.2204 0.6355  C11 1.609, H57 1.121, H58 1.126, H59 1.118
13 C 0.4817 1.9343 -0.1546  N7 1.506, C14 1.569, C18 1.597, H60 1.130
14 C -0.8445 1.1234 -0.3698  C13 1.569, C15 1.607, H61 1.112, H62 1.127
15 C -1.3057 0.3187 0.9424  C14 1.607, C16 1.590, H63 1.122, H64 1.126
16 C -2.8713 0.4397 1.1931  C15 1.590, Cl17 1.822, H65 1.126, H66 1.113
17 Cl -3.8486 0.1506 -0.3171  C16 1.822
18 C 0.0859 3.4808 -0.1808  C13 1.597, C19 1.603, N26 1.478, H67 1.133
19 C -0.9164 3.8700 1.0085  C18 1.603, C20 1.602, H68 1.126, H69 1.125
20 C -2.2060 4.6531 0.4687  C19 1.602, C21 1.569, H70 1.119, H71 1.125
21 C -3.5450 3.8645 0.6883  C20 1.569, O22 1.456, H72 1.134, H73 1.116
22 O -4.7057 4.6464 0.2862  C21 1.456, C23 1.395
23 C -4.7797 4.7172 -1.1052  O22 1.395, C24 1.558, O25 1.208
24 C -5.3847 3.6059 -2.0145  C23 1.558, H74 1.118, H75 1.122, H76 1.123
25 O -4.3148 5.6941 -1.6422  C23 1.208
26 N 1.2216 4.4187 -0.0630  C18 1.478, C27 1.483, C33 1.471
27 C 0.7783 5.8308 -0.1645  N26 1.483, C28 1.451, N32 1.346
28 C 0.0960 6.2060 -1.3887  C27 1.451, C29 1.481, H77 1.117
29 C -0.3232 7.6228 -1.4972  C28 1.481, C30 1.461, H78 1.107
30 C 0.0448 8.3984 -0.3146  C29 1.461, C31 1.450, H79 1.119
31 C 0.7034 7.8673 0.8631  C30 1.450, N32 1.359, H80 1.114
32 N 1.0709 6.5610 0.9275  C27 1.346, C31 1.359
33 C 2.1415 4.0948 -1.1638  N26 1.471, C34 1.583, H81 1.118, H82 1.128
34 C 2.7352 2.6564 -0.8740  N7 1.523, C33 1.583, F35 1.387, S36 1.878
35 F 3.7706 2.5235 -1.7871  C34 1.387
36 S 3.4911 2.8045 0.8392  C34 1.878, H83 1.368
37 H 1.7582 1.4488 -7.9283  C1 1.116
38 H 0.7140 2.7918 -8.6928  C1 1.124
39 H -0.0872 1.3285 -8.0416  C1 1.120
40 H 0.2474 3.7895 -6.6546  C2 1.121
41 H 1.5928 2.8267 -5.9416  C2 1.125
42 H -1.0174 2.8037 -5.0349  C3 1.126
43 H -1.2078 1.4077 -6.2241  C3 1.115
44 H 1.1746 0.5682 -5.0056  C4 1.122
45 H -0.4270 0.2960 -4.1898  C4 1.123
46 H -0.2923 2.3583 -2.9025  C5 1.116
47 H 1.3218 2.8034 -3.7520  C5 1.121
48 H 0.8910 0.0645 -2.3776  C6 1.126
49 H 2.4211 0.7734 -2.8897  C6 1.126
50 H 0.4291 -1.3326 -0.6513  C9 1.117
51 H 1.1469 -1.7180 0.9626  C9 1.126
52 H 2.8971 -3.1408 -0.1119  C10 1.113
53 H 2.5057 -2.3564 -1.7718  C10 1.117
54 H 1.3043 -3.4215 -0.9851  C10 1.127
55 H 4.1602 -0.9293 -1.5007  C11 1.128
56 H 4.8664 0.5004 -0.6910  C11 1.115
57 H 3.9550 -1.5387 1.3412  C12 1.121
58 H 5.1845 -2.1723 0.2051  C12 1.126
59 H 5.5691 -0.6543 1.1682  C12 1.118
60 H 0.7729 1.7505 0.9217  C13 1.130
61 H -0.8676 0.3683 -1.1861  C14 1.112
62 H -1.7023 1.8244 -0.5787  C14 1.127
63 H -1.1212 -0.7832 0.8380  C15 1.122
64 H -0.8288 0.7360 1.8733  C15 1.126
65 H -3.1193 -0.4223 1.8746  C16 1.126
66 H -3.1608 1.3589 1.7507  C16 1.113
67 H -0.5350 3.6162 -1.1191  C18 1.133
68 H -1.3285 2.9630 1.5325  C19 1.126
69 H -0.3892 4.4498 1.8155  C19 1.125
70 H -2.1362 4.8799 -0.6249  C20 1.119
71 H -2.2914 5.5988 1.0727  C20 1.125
72 H -3.5259 2.9890 -0.0315  C21 1.134
73 H -3.7018 3.4934 1.7295  C21 1.116
74 H -5.0261 2.5950 -1.6997  C24 1.118
75 H -5.0833 3.7383 -3.0875  C24 1.122
76 H -6.5027 3.7084 -1.9974  C24 1.123
77 H -0.1057 5.4903 -2.2225  C28 1.117
78 H -0.8493 8.0391 -2.3782  C29 1.107
79 H -0.2313 9.4824 -0.3023  C30 1.119
80 H 0.9292 8.5644 1.7023  C31 1.114
81 H 1.7435 4.2380 -2.1985  C33 1.118
82 H 3.0276 4.7865 -1.0704  C33 1.128
83 H 2.4696 2.8872 1.7448  S36 1.368
84 C 9.2795 -6.0216 5.2243  O85 1.416, H93 1.090, H94 1.094, H95 1.095
85 O 8.2782 -5.4694 6.0601  C84 1.416, C86 1.425
86 C 8.4275 -4.0695 6.2819  O85 1.425, C87 1.525, H96 1.093, H97 1.094
87 C 7.3213 -3.2913 5.5773  C86 1.525, N88 1.462, H98 1.096, H99 1.094
88 N 7.4919 -3.3264 4.1253  C87 1.462, C89 1.462, H100 1.012
89 C 6.3314 -2.8386 3.3820  N88 1.462, C90 1.534, H101 1.095, H102 1.096
90 C 5.0111 -3.6050 3.5361  C89 1.534, O91 1.418, H103 1.095, H104 1.096
91 O 5.0242 -4.9096 2.9796  C90 1.418, C92 1.420
92 C 5.5718 -5.9133 3.8220  O91 1.420, H105 1.092, H106 1.092, H107 1.091
93 H 9.1905 -7.1073 5.2594  C84 1.090
94 H 9.1516 -5.7025 4.1856  C84 1.094
95 H 10.2817 -5.7466 5.5693  C84 1.095
96 H 9.4189 -3.7096 5.9938  C86 1.093
97 H 8.3200 -3.9115 7.3590  C86 1.094
98 H 7.3460 -2.2494 5.9150  C87 1.096
99 H 6.3654 -3.7292 5.8807  C87 1.094
100 H 7.6746 -4.2792 3.8384  N88 1.012
101 H 6.6084 -2.8647 2.3232  C89 1.095
102 H 6.1654 -1.7859 3.6365  C89 1.096
103 H 4.2535 -3.0537 2.9698  C90 1.095
104 H 4.6526 -3.6249 4.5712  C90 1.096
105 H 5.3832 -5.7178 4.8796  C92 1.092
106 H 6.6437 -6.0169 3.6391  C92 1.092
107 H 5.1088 -6.8652 3.5583  C92 1.091
108 C -9.8879 -4.9794 -0.3199  O109 1.417, H117 1.090, H118 1.094, H119 1.095
109 O -9.3231 -3.8137 -0.8935  C108 1.417, C110 1.425
110 C -9.2467 -2.7130 0.0086  O109 1.425, C111 1.525, H120 1.093, H121 1.094
111 C -7.7969 -2.4194 0.3796  C110 1.525, N112 1.462, H122 1.096, H123 1.095
112 N -7.2457 -3.4703 1.2331  C111 1.462, C113 1.462, H124 1.012
113 C -5.7951 -3.3945 1.4013  N112 1.462, C114 1.534, H125 1.094, H126 1.096
114 C -4.9205 -3.5511 0.1512  C113 1.534, O115 1.418, H127 1.096, H128 1.096
115 O -4.9487 -4.8478 -0.4229  C114 1.418, C116 1.419
116 C -6.0405 -5.0905 -1.2964  O115 1.419, H129 1.092, H130 1.092, H131 1.091
117 H -10.0701 -5.6973 -1.1196  C108 1.090
118 H -9.2058 -5.4386 0.4016  C108 1.094
119 H -10.8423 -4.7593 0.1697  C108 1.095
120 H -9.8666 -2.8636 0.8965  C110 1.093
121 H -9.6428 -1.8443 -0.5260  C110 1.094
122 H -7.7508 -1.4640 0.9143  C111 1.096
123 H -7.2314 -2.3202 -0.5526  C111 1.095
124 H -7.4719 -4.3717 0.8334  N112 1.012
125 H -5.5215 -4.1924 2.0983  C113 1.094
126 H -5.5464 -2.4481 1.8946  C113 1.096
127 H -3.8831 -3.3926 0.4654  C114 1.096
128 H -5.1230 -2.7842 -0.6051  C114 1.096
129 H -6.3507 -4.1924 -1.8352  C116 1.092
130 H -6.8823 -5.5114 -0.7417  C116 1.092
131 H -5.7302 -5.8412 -2.0248  C116 1.091

=====

The highest LUMO level belongs to which entry?
C39H76Cl36N2O4

=====

M of number 1 (C39H76Cl36N2O4)?
1913.36 g/mol

=====

Among the records above, which one has the highest net charge?
C39H77ClFN5O6PS

=====

Look up the LUMO level of the first one.
0.35 eV